[1]
DFT (ωB97M-V/def2-TZVPD) results for a molecular structure, CH4NO2Si.

Geometry as ORCA input:
```
! RIJCOSX wB97M-V def2-TZVPD def2/J DEFGRID3
* xyz -1 1
C 2.151 0.069 -0.062
N 1.192 0.962 -0.045
O 3.328 0.128 0.059
O 1.420 -1.120 -0.089
Si -0.184 -0.693 0.092
H 1.859 2.098 0.047
H -0.622 -0.219 1.543
H -0.668 -2.184 0.201
H -0.885 0.083 -1.015
*
```

Computed properties:
Gap between HOMO and LUMO ... 8.5368 eV
Highest occupied orbital energy ... -4.3 eV
Strongest force on any atom ... 6.62 eV Å⁻¹
Energy above the lowest of the compared OMol25 structures with the same formula, charge and spin ... 1.190 eV

[2]
DFT (ωB97M-V/def2-TZVPD) results for a molecular structure, C45H36N6O4ReSe2.

Geometry as ORCA input:
```
! RIJCOSX wB97M-V def2-TZVPD def2/J DEFGRID3
* xyz 2 4
Re 0.567 0.022 0.332
C 1.966 -3.881 1.918
C 2.440 -4.494 0.769
C 2.277 -3.857 -0.447
C 1.645 -2.615 -0.510
C 1.165 -1.973 0.645
C 1.343 -2.641 1.858
C 1.453 -1.909 -1.776
C 1.979 -2.378 -3.000
C 1.812 -1.646 -4.132
C 1.015 -0.482 -4.096
C 0.770 0.297 -5.250
C -0.061 1.380 -5.192
C -0.719 1.680 -3.984
C -0.490 0.941 -2.857
C 0.428 -0.115 -2.869
N 0.750 -0.779 -1.696
H 2.082 -4.366 2.879
H 2.929 -5.457 0.818
H 2.640 -4.341 -1.342
H 1.003 -2.216 2.787
H 2.554 -3.290 -3.019
H 2.257 -1.962 -5.068
H 1.246 0.010 -6.180
H -0.240 1.981 -6.072
H -1.427 2.499 -3.950
H -1.030 1.129 -1.951
O -0.567 -0.834 2.726
N -0.053 -0.217 3.667
N 0.712 0.750 3.309
O 0.896 1.056 2.015
C 1.433 1.534 4.271
C 2.388 2.428 3.816
C 3.098 3.177 4.745
C 2.853 3.028 6.101
C 1.889 2.127 6.534
C 1.168 1.372 5.625
H 2.568 2.537 2.756
H 3.846 3.879 4.402
H 3.409 3.613 6.820
H 1.691 2.011 7.591
H 0.415 0.673 5.957
Se 2.850 1.965 -1.903
Se 2.674 3.457 -0.132
C 0.767 3.650 -0.185
C 0.293 4.954 -0.246
C -1.071 5.171 -0.321
C -1.904 4.067 -0.380
C -1.337 2.808 -0.335
N -0.023 2.573 -0.203
C 3.527 0.559 -0.786
C 4.819 0.112 -0.996
C 5.438 -0.650 -0.016
C 4.767 -0.867 1.176
C 3.461 -0.437 1.284
N 2.811 0.195 0.293
H 0.993 5.777 -0.250
H -1.468 6.176 -0.367
H -2.976 4.170 -0.466
H -1.971 1.936 -0.413
H 5.351 0.420 -1.885
H 6.449 -1.007 -0.157
H 5.233 -1.374 2.009
H 2.894 -0.616 2.185
C -5.330 -0.008 -1.610
O -4.221 -0.803 -1.185
C -3.361 -1.248 -2.119
C -3.320 -0.789 -3.434
C -2.458 -1.367 -4.351
C -1.606 -2.397 -3.978
C -1.623 -2.842 -2.669
C -2.485 -2.272 -1.743
N -2.617 -2.948 -0.493
C -2.993 -2.589 0.702
C -3.157 -1.320 1.328
C -4.093 -1.305 2.383
C -4.317 -0.173 3.122
C -3.534 0.953 2.864
C -2.564 0.941 1.884
C -2.361 -0.184 1.082
O -1.393 -0.247 0.150
H -5.984 0.071 -0.747
H -5.859 -0.489 -2.433
H -5.002 0.989 -1.909
H -3.990 -0.002 -3.749
H -2.465 -1.015 -5.374
H -0.955 -2.864 -4.702
H -0.984 -3.663 -2.360
H -2.517 -3.951 -0.601
H -3.216 -3.443 1.334
H -4.655 -2.208 2.592
H -5.049 -0.167 3.916
H -3.660 1.843 3.468
H -1.908 1.791 1.775
*
```

Computed properties:
Gap between HOMO and LUMO (spin up / spin down) ... 7.1860 / 6.7808 eV
Highest occupied orbital energy (spin up / spin down) ... -12.8 / -12.9 eV
Strongest force on any atom ... 0.51 eV Å⁻¹
Expectation value of S² ... 3.78
Energy above the lowest of the compared OMol25 structures with the same formula, charge and spin ... 0.000 eV

[3]
DFT (ωB97M-V/def2-TZVPD) results for 7 unconnected molecules or ions with the total composition C48H86F8NO17S.

Geometry as ORCA input:
```
! RIJCOSX wB97M-V def2-TZVPD def2/J DEFGRID3
* xyz 1 1
C 4.048 -1.926 4.967
C 5.571 -1.343 4.783
C 5.657 -0.213 3.592
C 5.152 -0.837 2.155
C 4.122 0.244 1.401
C 2.571 0.048 1.892
C 1.818 1.417 2.389
C 1.048 2.257 1.210
C -0.555 1.819 1.024
C -0.817 1.931 -0.598
S -0.366 3.502 -1.514
C -0.278 0.477 -1.131
O 1.155 0.259 -1.378
C 1.521 0.559 -2.772
C 2.641 1.743 -2.953
C 3.907 1.665 -1.914
O 3.219 1.613 -4.330
C -0.649 -0.372 0.244
C -0.768 -2.000 0.094
C -2.022 -2.525 -0.823
O -1.670 -3.513 -1.855
C -1.037 -4.714 -1.290
C -1.974 -5.573 -0.253
F -2.051 -5.028 1.122
F -3.360 -5.585 -0.851
C -1.517 -7.145 -0.147
F -1.786 -7.864 -1.441
F -2.461 -7.781 0.847
C -0.009 -7.392 0.447
F -0.128 -8.375 1.589
F 0.647 -6.192 1.018
C 1.051 -8.066 -0.611
F 1.076 -7.424 -1.954
F 0.907 -9.558 -0.666
N -0.829 0.354 1.423
C -1.213 -0.217 2.786
C -2.869 -0.445 2.830
O -3.378 -1.553 2.232
O -3.817 0.500 3.450
H 3.696 -2.580 4.049
H 3.990 -2.632 5.910
H 3.262 -1.058 5.140
H 6.293 -2.246 4.534
H 5.887 -0.789 5.791
H 4.949 0.716 3.819
H 6.763 0.192 3.398
H 6.095 -0.934 1.431
H 4.693 -1.915 2.224
H 4.153 -0.077 0.252
H 4.518 1.345 1.434
H 2.014 -0.553 1.057
H 2.608 -0.673 2.842
H 2.678 2.137 2.800
H 1.111 1.230 3.325
H 1.630 2.290 0.190
H 1.002 3.389 1.586
H -1.108 2.649 1.680
H -2.000 1.789 -0.656
H 0.437 4.318 -0.655
H -0.862 -0.097 -1.967
H 0.540 0.941 -3.332
H 1.857 -0.462 -3.289
H 2.185 2.818 -2.869
H 4.750 2.416 -2.223
H 3.606 1.915 -0.788
H 4.365 0.565 -1.923
H 4.034 2.225 -4.277
H -0.717 -2.547 1.154
H 0.223 -2.354 -0.468
H -2.926 -2.887 -0.145
H -2.437 -1.568 -1.402
H 0.039 -4.511 -0.815
H -0.820 -5.437 -2.215
H 2.136 -7.880 -0.149
H -0.688 -1.248 2.964
H -0.951 0.489 3.688
H -3.364 1.120 4.094
O 5.662 2.978 2.307
C 6.099 3.618 3.259
O 5.808 4.932 3.394
C 6.099 5.717 4.564
C 7.510 6.270 4.507
C 7.043 2.983 4.238
H 5.905 5.150 5.479
H 5.389 6.551 4.562
H 8.255 5.469 4.496
H 7.707 6.913 5.369
H 7.657 6.851 3.591
H 8.062 3.045 3.847
H 6.765 1.930 4.353
H 7.001 3.419 5.234
O -3.423 2.554 -3.013
C -3.253 3.383 -3.903
O -3.970 4.529 -3.916
C -3.711 5.644 -4.789
C -4.408 5.460 -6.123
C -2.321 3.100 -5.044
H -2.637 5.822 -4.895
H -4.121 6.529 -4.290
H -4.036 4.579 -6.652
H -4.257 6.336 -6.761
H -5.482 5.312 -5.977
H -2.851 2.525 -5.807
H -1.481 2.507 -4.665
H -1.886 3.993 -5.488
O 1.336 6.763 1.996
C 0.507 7.423 1.375
O 0.319 7.217 0.052
C -0.754 7.788 -0.719
C -0.385 9.171 -1.218
C -0.244 8.534 2.048
H -1.692 7.779 -0.158
H -0.903 7.126 -1.579
H -0.215 9.865 -0.390
H -1.178 9.577 -1.852
H 0.544 9.135 -1.796
H 0.361 9.444 2.024
H -0.424 8.249 3.090
H -1.223 8.729 1.613
O -8.929 -0.034 -1.983
C -7.954 -0.779 -1.939
O -8.114 -2.121 -1.987
C -7.039 -3.066 -2.142
C -6.428 -3.415 -0.799
C -6.576 -0.221 -1.733
H -6.298 -2.707 -2.863
H -7.482 -3.968 -2.579
H -5.982 -2.539 -0.321
H -5.652 -4.177 -0.916
H -7.194 -3.793 -0.116
H -6.401 -0.080 -0.664
H -6.516 0.748 -2.239
H -5.785 -0.836 -2.160
O 4.257 -4.927 5.425
C 5.346 -5.489 5.343
O 6.436 -4.810 4.921
C 7.784 -5.312 4.979
C 8.106 -6.142 3.751
C 5.470 -6.959 5.616
H 7.964 -5.852 5.912
H 8.440 -4.434 4.999
H 7.465 -7.025 3.684
H 9.148 -6.471 3.772
H 7.938 -5.559 2.840
H 5.219 -7.516 4.711
H 4.764 -7.224 6.410
H 6.454 -7.257 5.974
O -8.983 -2.492 -9.200
C -8.946 -2.654 -7.983
O -10.089 -2.691 -7.263
C -10.169 -3.072 -5.877
C -9.906 -1.882 -4.973
C -7.633 -2.715 -7.260
H -9.511 -3.918 -5.661
H -11.192 -3.427 -5.712
H -8.897 -1.487 -5.113
H -10.026 -2.163 -3.923
H -10.600 -1.067 -5.202
H -7.294 -1.700 -7.042
H -6.902 -3.207 -7.911
H -7.664 -3.300 -6.343
*
```

Computed properties:
Gap between HOMO and LUMO ... 6.8404 eV
Highest occupied orbital energy ... -11.1 eV
Strongest force on any atom ... 9.26 eV Å⁻¹

[4]
DFT (ωB97M-V/def2-TZVPD) results for a single C4H8N2O2 molecule.

Geometry as ORCA input:
```
! RIJCOSX wB97M-V def2-TZVPD def2/J DEFGRID3
* xyz 0 1
C -1.796 0.862 0.375
C -0.590 0.243 -0.328
C -0.388 -1.211 -0.143
N 1.051 -1.414 -0.235
C 1.720 -0.325 0.143
O 2.935 -0.219 0.203
N 0.694 0.712 0.304
O 1.201 1.929 -0.254
H -2.194 0.237 1.235
H -2.551 0.911 -0.313
H -1.558 1.820 0.921
H -0.497 0.640 -1.362
H -0.597 -1.513 0.830
H -1.108 -1.941 -0.712
H 1.463 -2.343 -0.390
H 2.215 1.612 -0.272
*
```

Computed properties:
Gap between HOMO and LUMO ... 9.7780 eV
SMILES string ... C[C@@H]1CNC(=O)N1O
Highest occupied orbital energy ... -9.0 eV
Strongest force on any atom ... 3.64 eV Å⁻¹
Energy above the lowest of the compared OMol25 structures with the same formula, charge and spin ... 3.174 eV

[5]
DFT (ωB97M-V/def2-TZVPD) results for a molecular structure, C19H23BNO5PtS.

Geometry as ORCA input:
```
! RIJCOSX wB97M-V def2-TZVPD def2/J DEFGRID3
* xyz -1 1
Pt 0.309 -0.729 -1.538
O 3.168 -0.062 -2.293
C 3.220 1.218 -1.758
C 1.920 2.002 -1.782
C 1.956 3.368 -1.513
C 0.785 4.100 -1.514
C -0.410 3.448 -1.784
C -0.377 2.095 -2.045
N 0.765 1.385 -2.050
H 2.308 -0.466 -1.977
H 3.960 1.778 -2.339
H 3.563 1.210 -0.711
H 2.912 3.839 -1.317
H 0.805 5.164 -1.313
H -1.352 3.979 -1.789
H -1.275 1.520 -2.263
O -3.929 -0.896 -2.315
C -2.767 -1.317 -2.345
O -1.750 -0.601 -2.600
C -2.579 -2.824 -2.060
C -3.776 -3.532 -1.921
C -3.823 -4.893 -1.677
C -2.633 -5.593 -1.542
C -1.434 -4.918 -1.664
C -1.370 -3.542 -1.931
S 0.292 -2.947 -2.129
H -4.686 -2.955 -2.017
H -4.779 -5.397 -1.592
H -2.637 -6.658 -1.337
H -0.498 -5.453 -1.555
C 1.196 -0.887 3.329
C 1.338 0.352 2.449
C 2.442 1.245 2.992
O 1.700 -0.103 1.136
B 0.551 -0.154 0.353
O -0.518 0.428 1.022
C -0.023 1.076 2.203
C 0.150 2.552 1.852
C -1.039 0.933 3.321
H 2.118 -1.464 3.262
H 0.382 -1.517 2.970
H 1.016 -0.619 4.373
H 3.335 0.643 3.166
H 2.134 1.702 3.936
H 2.693 2.030 2.280
H 0.908 2.673 1.075
H 0.424 3.152 2.722
H -0.796 2.917 1.449
H -1.297 -0.110 3.493
H -1.950 1.462 3.041
H -0.650 1.365 4.247
*
```

Computed properties:
Gap between HOMO and LUMO ... 6.3641 eV
Highest occupied orbital energy ... -3.9 eV
Strongest force on any atom ... 1.27 eV Å⁻¹
Energy above the lowest of the compared OMol25 structures with the same formula, charge and spin ... 1.374 eV

[6]
DFT (ωB97M-V/def2-TZVPD) results for a gas-phase ion, C3H6ClN2 (charge +1).

Geometry as ORCA input:
```
! RIJCOSX wB97M-V def2-TZVPD def2/J DEFGRID3
* xyz 1 1
C -0.824 -1.361 -0.681
C 0.280 0.354 0.533
C 0.609 0.781 -0.807
N -0.576 -0.839 0.494
N -0.358 -0.743 -1.714
Cl -0.281 -1.093 -3.392
H -1.189 -2.488 -0.797
H 1.091 0.212 1.151
H -0.370 1.074 0.871
H 0.201 1.722 -1.275
H 1.572 0.567 -1.349
H -1.014 -1.137 1.393
*
```

Computed properties:
Gap between HOMO and LUMO ... 9.3532 eV
Highest occupied orbital energy ... -14.4 eV
Strongest force on any atom ... 5.79 eV Å⁻¹
Energy above the lowest of the compared OMol25 structures with the same formula, charge and spin ... 3.258 eV

[7]
DFT (ωB97M-V/def2-TZVPD) results for a gas-phase ion, CH4NOS (charge -1).

Geometry as ORCA input:
```
! RIJCOSX wB97M-V def2-TZVPD def2/J DEFGRID3
* xyz -1 1
O -0.057 1.742 1.155
N 0.700 0.976 0.243
C -0.251 -0.021 0.276
S 0.173 -1.665 -1.030
H 1.583 0.602 0.455
H -1.202 0.408 -0.043
H -0.426 -0.682 1.095
H -0.518 -1.360 -2.151
*
```

Computed properties:
Gap between HOMO and LUMO ... 6.1391 eV
SMILES string ... [O-]NCS
Highest occupied orbital energy ... -2.4 eV
Strongest force on any atom ... 2.62 eV Å⁻¹
Energy above the lowest of the compared OMol25 structures with the same formula, charge and spin ... 4.565 eV

[8]
DFT (ωB97M-V/def2-TZVPD) results for a molecular structure, C4H8N2O.

Geometry as ORCA input:
```
! RIJCOSX wB97M-V def2-TZVPD def2/J DEFGRID3
* xyz 0 1
C 2.026 0.860 0.716
C 0.116 0.002 -0.250
C -1.119 0.114 -0.884
C -1.598 1.224 -1.638
H 2.711 1.686 0.358
H 2.656 -0.064 1.076
H 1.651 1.326 1.745
H 0.290 -0.466 1.867
H -0.355 -2.729 0.715
H -1.729 -0.866 -0.564
H -2.542 1.229 -2.351
H -1.136 2.254 -1.680
N 0.944 0.912 -0.227
N 0.308 -1.103 0.758
O -0.859 -1.779 0.932
*
```

Computed properties:
Gap between HOMO and LUMO ... 9.2075 eV
Highest occupied orbital energy ... -8.9 eV
Strongest force on any atom ... 6.73 eV Å⁻¹
Energy above the lowest of the compared OMol25 structures with the same formula, charge and spin ... 7.085 eV

[9]
DFT (ωB97M-V/def2-TZVPD) results for a molecular structure, C18H23BeClFO5P.

Geometry as ORCA input:
```
! RIJCOSX wB97M-V def2-TZVPD def2/J DEFGRID3
* xyz 2 1
C 3.338 2.041 0.180
C 3.446 0.499 0.330
C 4.519 0.024 1.246
C 4.789 -1.390 1.474
C 3.887 -2.368 0.737
C 2.820 -1.899 -0.175
C 2.559 -0.489 -0.419
C 1.490 0.092 -1.392
C 0.088 0.389 -0.731
C -0.503 1.691 -1.461
C -0.790 2.910 -0.496
O -2.154 2.909 0.019
C -2.951 3.756 -0.784
O -3.501 4.661 -0.237
C -0.065 0.430 0.827
O 0.720 0.606 1.711
O -1.442 0.273 1.057
C -2.131 -0.628 0.146
C -2.498 -1.931 0.951
C -3.629 -1.743 2.038
F -3.730 -0.443 2.558
P -3.580 0.063 -0.868
O -4.863 0.475 0.113
Cl -4.164 -1.589 -2.055
C -0.992 -0.761 -0.997
C -0.505 -2.263 -0.998
H 2.771 2.376 -0.721
H 4.397 2.428 0.082
H 2.918 2.536 1.103
H 5.174 0.772 1.763
H 5.638 -1.709 2.156
H 4.077 -3.488 0.869
H 2.226 -2.687 -0.695
H 1.345 -0.674 -2.210
H 1.959 0.975 -1.902
H -1.468 1.478 -2.004
H 0.191 2.084 -2.263
H -0.727 3.841 -1.141
H -0.029 3.061 0.313
H -3.062 3.581 -1.889
H -2.884 -2.700 0.221
H -1.591 -2.330 1.492
H -3.353 -2.410 2.908
H -4.616 -2.148 1.668
H -4.983 1.439 -0.034
H -1.439 -0.644 -2.028
H 0.295 -2.437 -1.777
H -0.045 -2.553 -0.014
H -1.344 -2.958 -1.284
Be 4.394 -3.146 2.612
*
```

Computed properties:
Gap between HOMO and LUMO ... 1.6296 eV
Highest occupied orbital energy ... -13.4 eV
Strongest force on any atom ... 2.92 eV Å⁻¹
Energy above the lowest of the compared OMol25 structures with the same formula, charge and spin ... 2.368 eV

[10]
DFT (ωB97M-V/def2-TZVPD) results for a gas-phase ion, C4H8N3S (charge +1).

Geometry as ORCA input:
```
! RIJCOSX wB97M-V def2-TZVPD def2/J DEFGRID3
* xyz 1 1
H -0.239 2.093 -0.742
N 0.037 1.154 -0.542
N -0.943 0.559 -0.010
N -2.136 1.256 0.149
C -0.749 -0.580 0.607
C 0.318 -1.433 0.430
C 1.555 -1.288 -0.153
C 2.273 -0.163 -0.445
S 2.486 1.282 0.341
H -2.000 2.188 -0.317
H -2.990 1.319 0.795
H -1.616 -0.763 1.271
H 0.260 -2.452 0.803
H 1.949 -2.106 -0.649
H 3.023 -0.225 -1.218
H 1.927 0.854 1.446
*
```

Computed properties:
Gap between HOMO and LUMO (spin up / spin down) ... 7.7143 / 7.7150 eV
SMILES string ... [H]/N=[N+](N)/C=C\C=C/S
Highest occupied orbital energy (spin up / spin down) ... -13.0 / -13.0 eV
Strongest force on any atom ... 3.70 eV Å⁻¹
Energy above the lowest of the compared OMol25 structures with the same formula, charge and spin ... 5.782 eV

[11]
DFT (ωB97M-V/def2-TZVPD) results for a gas-phase ion, C2H3N4 (charge +1).

Geometry as ORCA input:
```
! RIJCOSX wB97M-V def2-TZVPD def2/J DEFGRID3
* xyz 1 1
N 2.364 -0.155 1.484
C 1.780 -0.324 0.539
C 0.939 -0.427 -0.576
N -0.475 -0.284 -0.304
N -1.415 0.267 0.133
N -2.379 0.962 0.165
H 1.097 0.448 -1.225
H 1.125 -1.433 -1.097
H -3.036 0.946 0.881
*
```

Computed properties:
Gap between HOMO and LUMO ... 10.2477 eV
SMILES string ... N#CCN=[N+]=N
Highest occupied orbital energy ... -16.8 eV
Strongest force on any atom ... 4.79 eV Å⁻¹
Energy above the lowest of the compared OMol25 structures with the same formula, charge and spin ... 1.129 eV

[12]
DFT (ωB97M-V/def2-TZVPD) results for 3 unconnected molecules or ions with the total composition C3H11NO2.

Geometry as ORCA input:
```
! RIJCOSX wB97M-V def2-TZVPD def2/J DEFGRID3
* xyz 1 2
C -1.045 1.337 -2.178
C -0.747 1.281 -0.832
N 0.493 1.155 -0.314
C 0.796 1.877 0.924
H -0.421 0.950 -2.982
H -1.931 1.893 -2.512
H -1.570 1.531 -0.155
H 1.191 1.497 -1.021
H 1.074 1.138 1.733
H 1.721 2.429 0.936
H -0.048 2.427 1.349
H -1.140 -4.411 2.076
H 0.020 -3.673 1.483
O -0.199 -4.520 1.914
H 0.559 -0.840 -0.176
H 0.836 -2.309 -0.464
O 0.411 -1.762 0.222
*
```

Computed properties:
Gap between HOMO and LUMO (spin up / spin down) ... 8.4539 / 5.1065 eV
Highest occupied orbital energy (spin up / spin down) ... -13.3 / -13.3 eV
Strongest force on any atom ... 3.73 eV Å⁻¹
Expectation value of S² ... 0.77
Energy above the lowest of the compared OMol25 structures with the same formula, charge and spin ... 1.452 eV